{"formula": "C7H10", "method": "ωB97M-V/def2-TZVPD", "species": ["C", "C", "C", "C", "C", "C", "C", "H", "H", "H", "H", "H", "H", "H", "H", "H", "H"], "coordinates": [[1.679, -1.068, -0.087], [0.340, -0.261, 0.047], [0.267, 0.863, 1.120], [-0.746, 1.547, 0.199], [-1.559, 0.389, -0.472], [-1.021, -0.936, 0.053], [-0.213, 0.806, -0.983], [1.728, -1.886, 0.647], [1.636, -1.469, -1.096], [2.679, -0.568, -0.019], [-0.084, 0.634, 2.136], [1.357, 0.685, 0.889], [-1.218, 2.539, 0.200], [-2.516, 0.526, -0.974], [-1.374, -1.316, 1.021], [-1.033, -1.711, -0.713], [0.138, 1.176, -1.937]], "charge": 0, "homo_ha": -0.338, "orbital_gap_ev": 10.3, "smiles": "C[C@]12C[C@@H]3[C@H](C1)[C@@H]32", "energy_ha": -272.56757}

=====

{"formula": "C5H14N2O", "method": "ωB97M-V/def2-TZVPD", "species": ["C", "N", "C", "C", "N", "C", "C", "O", "H", "H", "H", "H", "H", "H", "H", "H", "H", "H", "H", "H", "H", "H"], "coordinates": [[0.263, 1.028, -2.271], [1.177, 0.663, -1.185], [0.643, -0.015, -0.013], [-0.221, -1.217, -0.433], [-0.043, -2.332, 0.484], [-0.068, 0.930, 0.976], [-0.323, 0.297, 2.325], [-1.282, 1.499, 0.423], [0.000, 0.118, -2.809], [-0.611, 1.614, -1.974], [0.828, 1.590, -3.005], [1.668, 1.494, -0.886], [1.475, -0.471, 0.538], [0.045, -1.468, -1.456], [-1.267, -0.934, -0.456], [0.894, -2.703, 0.377], [-0.665, -3.091, 0.264], [0.504, 1.855, 1.109], [0.585, 0.169, 2.925], [-0.791, -0.673, 2.192], [-1.048, 0.810, 2.966], [-1.765, 0.834, -0.092]], "charge": 0, "homo_ha": -0.317, "orbital_gap_ev": 9.5, "smiles": "CN[C@H](CN)[C@H](C)O", "energy_ha": -383.62794}

=====

{"formula": "C3H6O2S2", "method": "ωB97M-V/def2-TZVPD", "species": ["C", "C", "C", "O", "O", "S", "S", "H", "H", "H", "H", "H", "H"], "coordinates": [[1.761, -0.492, -0.276], [-0.570, 0.637, -0.156], [-1.535, -0.477, 0.227], [0.720, 0.439, -0.362], [-1.732, -1.439, -0.750], [3.337, 0.050, -0.442], [-1.092, 2.235, -0.022], [1.482, -1.574, -0.003], [-2.501, -0.047, 0.503], [-1.116, -0.905, 1.197], [-2.611, -1.730, -0.803], [3.775, 0.426, 0.939], [0.081, 2.876, -0.051]], "spin_multiplicity": 3, "charge": 0, "homo_ha": [-0.224, -0.358], "orbital_gap_ev": [6.8, 8.9], "s2": 2.011, "energy_ha": -1064.56731}

=====

{"formula": "C39H90F6N7O18S2Sr2", "method": "ωB97M-V/def2-TZVPD", "species": ["Sr", "Sr", "C", "F", "F", "F", "S", "O", "O", "N", "S", "O", "O", "C", "F", "F", "F", "C", "C", "C", "O", "C", "C", "C", "O", "O", "O", "H", "H", "C", "O", "H", "H", "H", "H", "C", "C", "O", "H", "H", "H", "H", "H", "H", "C", "C", "O", "H", "H", "H", "H", "H", "H", "C", "C", "O", "H", "H", "H", "H", "H", "H", "C", "C", "C", "O", "C", "N", "H", "H", "H", "H", "H", "H", "H", "H", "H", "H", "H", "C", "C", "C", "O", "C", "N", "H", "H", "H", "H", "H", "H", "H", "H", "H", "H", "H", "C", "C", "C", "O", "C", "N", "H", "H", "H", "H", "H", "H", "H", "H", "H", "H", "H", "C", "C", "C", "O", "C", "N", "H", "H", "H", "H", "H", "H", "H", "H", "H", "H", "H", "C", "C", "C", "O", "C", "N", "H", "H", "H", "H", "H", "H", "H", "H", "H", "H", "H", "C", "C", "C", "O", "C", "N", "H", "H", "H", "H", "H", "H", "H", "H", "H", "H", "H"], "coordinates": [[-3.615, 3.505, 1.764], [1.675, -3.009, -1.303], [4.939, 0.273, -1.431], [5.945, 0.991, -0.975], [3.929, 1.086, -1.737], [5.307, -0.362, -2.528], [4.397, -0.911, -0.019], [5.433, -1.010, 0.969], [3.156, -0.359, 0.443], [4.023, -2.372, -0.864], [5.393, -3.121, -1.141], [5.221, -4.113, -2.181], [6.572, -2.319, -1.248], [5.732, -4.203, 0.438], [5.077, -5.363, 0.258], [7.034, -4.426, 0.537], [5.319, -3.641, 1.577], [-0.875, 0.941, -1.031], [-0.177, -0.303, -0.891], [0.031, -0.861, 0.585], [0.760, -1.855, 0.684], [-0.478, -0.124, 1.686], [-1.230, 1.014, 1.484], [-1.454, 1.524, 0.077], [-2.073, 2.639, -0.159], [-1.681, 1.590, 2.546], [0.265, -1.018, -1.795], [-1.041, 1.324, -2.026], [-0.208, -0.400, 2.694], [-3.943, 0.527, 5.432], [-5.243, 0.927, 4.964], [-3.939, -0.506, 5.759], [-3.203, 0.746, 4.658], [-3.669, 1.162, 6.282], [-5.180, 1.828, 4.651], [-1.735, 3.784, -4.450], [-0.942, 4.479, -3.350], [-1.722, 4.592, -2.175], [-1.909, 2.720, -4.288], [-1.273, 3.955, -5.427], [-2.695, 4.294, -4.561], [-0.689, 5.482, -3.697], [0.008, 3.972, -3.148], [-1.809, 3.737, -1.719], [0.621, -0.312, 6.911], [-0.203, -0.399, 5.639], [-0.661, 0.891, 5.290], [1.310, 0.533, 6.836], [1.218, -1.218, 7.022], [0.031, -0.152, 7.813], [-1.033, -1.080, 5.877], [0.381, -0.863, 4.837], [-1.053, 0.892, 4.404], [3.260, -2.541, 4.598], [2.636, -2.162, 3.284], [1.431, -2.918, 3.116], [2.566, -2.219, 5.379], [4.244, -2.097, 4.743], [3.412, -3.615, 4.726], [3.306, -2.417, 2.461], [2.407, -1.093, 3.293], [0.886, -2.503, 2.433], [3.875, -2.256, -4.927], [2.822, -1.320, -4.351], [2.276, -0.350, -5.397], [1.163, 0.380, -4.943], [1.444, 1.483, -4.104], [1.731, -2.118, -3.754], [4.262, -2.902, -4.140], [4.713, -1.674, -5.321], [3.561, -2.882, -5.765], [3.258, -0.736, -3.539], [1.918, -0.900, -6.273], [3.091, 0.301, -5.741], [0.502, 1.997, -3.924], [2.257, 2.118, -4.459], [1.718, 1.106, -3.108], [1.244, -2.653, -4.474], [1.049, -1.412, -3.475], [1.566, -6.577, 1.868], [1.284, -5.715, 0.660], [-0.112, -5.132, 0.599], [-0.301, -4.321, -0.532], [-1.615, -3.802, -0.657], [2.271, -4.594, 0.642], [2.538, -7.066, 1.886], [0.854, -7.416, 1.868], [1.358, -6.098, 2.827], [1.468, -6.311, -0.241], [-0.309, -4.602, 1.546], [-0.826, -5.955, 0.743], [-1.894, -3.331, 0.292], [-2.357, -4.585, -0.843], [-1.657, -3.092, -1.480], [3.203, -4.935, 0.820], [2.018, -4.162, 1.542], [-5.828, -1.144, 2.156], [-4.792, -0.219, 1.474], [-4.788, -0.322, -0.041], [-4.573, -1.675, -0.378], [-4.480, -1.936, -1.753], [-5.081, 1.188, 1.885], [-5.848, -1.112, 3.242], [-5.556, -2.152, 1.833], [-6.839, -0.939, 1.795], [-3.805, -0.448, 1.881], [-3.991, 0.277, -0.496], [-5.751, -0.003, -0.465], [-5.428, -1.666, -2.236], [-4.369, -3.008, -1.912], [-3.678, -1.412, -2.271], [-6.025, 1.337, 1.519], [-5.221, 1.110, 2.894], [-0.761, 7.338, 0.795], [-1.244, 5.981, 1.293], [-1.537, 6.003, 2.805], [-2.026, 4.733, 3.248], [-2.004, 4.580, 4.654], [-2.506, 5.631, 0.599], [-1.499, 8.119, 0.997], [-0.523, 7.325, -0.267], [0.131, 7.651, 1.344], [-0.519, 5.214, 1.009], [-2.325, 6.728, 3.041], [-0.626, 6.239, 3.359], [-1.007, 4.776, 5.062], [-2.176, 3.538, 4.934], [-2.703, 5.222, 5.198], [-2.226, 5.535, -0.390], [-2.995, 6.526, 0.476], [-1.563, -2.763, -7.153], [-0.807, -2.661, -5.821], [-1.831, -2.579, -4.664], [-2.759, -1.535, -4.842], [-2.249, -0.282, -4.425], [0.115, -3.822, -5.664], [-0.841, -2.750, -7.972], [-2.246, -1.921, -7.283], [-2.209, -3.642, -7.217], [-0.213, -1.746, -5.864], [-1.239, -2.444, -3.748], [-2.355, -3.532, -4.573], [-2.975, 0.452, -4.788], [-1.290, -0.080, -4.909], [-2.218, -0.165, -3.336], [0.541, -3.856, -6.588], [-0.504, -4.631, -5.624], [2.561, 2.141, 3.626], [2.510, 3.372, 2.724], [2.315, 2.989, 1.260], [2.104, 4.201, 0.521], [1.636, 3.884, -0.781], [1.432, 4.214, 3.214], [3.303, 1.430, 3.251], [1.617, 1.588, 3.623], [2.816, 2.488, 4.625], [3.491, 3.835, 2.856], [1.447, 2.314, 1.181], [3.123, 2.448, 0.755], [0.697, 3.323, -0.754], [2.402, 3.336, -1.336], [1.441, 4.826, -1.295], [0.622, 3.614, 3.333], [1.153, 4.911, 2.531]], "charge": 1, "homo_ha": -0.388, "orbital_gap_ev": 7.0, "energy_ha": -4734.52678}

=====

{"formula": "C10H31B2LiNO", "method": "ωB97M-V/def2-TZVPD", "species": ["Li", "B", "H", "H", "H", "H", "B", "H", "H", "H", "H", "C", "C", "N", "C", "C", "C", "C", "H", "H", "H", "H", "H", "H", "H", "H", "H", "H", "H", "H", "H", "H", "H", "C", "C", "C", "O", "C", "H", "H", "H", "H", "H", "H", "H", "H"], "coordinates": [[0.156, -0.600, 0.778], [-0.875, -1.669, 2.174], [-0.277, -0.976, 2.745], [-1.452, -2.378, 2.747], [-1.515, -1.094, 1.523], [-0.144, -2.243, 1.627], [2.326, -0.748, 1.369], [1.679, -0.391, 2.155], [3.072, -1.389, 1.813], [1.762, -1.311, 0.642], [2.812, 0.104, 0.921], [1.297, 0.833, -2.104], [0.820, -0.648, -2.343], [-0.190, -1.096, -1.362], [-0.550, -2.488, -1.674], [0.521, -3.518, -1.226], [-1.426, -0.294, -1.473], [-2.317, -0.392, -2.733], [0.461, 1.531, -2.069], [1.917, 1.072, -2.968], [1.866, 0.875, -1.176], [0.373, -0.791, -3.327], [1.727, -1.251, -2.289], [-0.694, -2.574, -2.751], [-1.442, -2.815, -1.141], [0.379, -4.502, -1.673], [0.695, -3.631, -0.155], [1.544, -3.218, -1.450], [-2.020, -0.611, -0.616], [-1.174, 0.756, -1.325], [-3.313, 0.025, -2.580], [-1.878, 0.025, -3.640], [-2.647, -1.415, -2.909], [0.511, 3.664, 1.998], [-0.970, 3.393, 2.310], [-0.933, 1.861, 2.187], [-0.025, 1.498, 1.195], [0.927, 2.534, 1.049], [0.972, 3.678, 2.986], [0.701, 4.651, 1.577], [-1.542, 3.792, 1.473], [-1.281, 3.719, 3.303], [-1.904, 1.395, 2.026], [-0.679, 1.464, 3.169], [0.767, 2.949, 0.053], [1.966, 2.227, 1.165]], "spin_multiplicity": 2, "charge": 0, "homo_ha": [-0.350, -0.349], "orbital_gap_ev": [10.0, 4.7], "s2": 0.755, "energy_ha": -586.54416}

=====

{"formula": "C32H57N5O9PSYb", "method": "ωB97M-V/def2-TZVPD", "species": ["Yb", "O", "C", "O", "C", "C", "C", "C", "C", "O", "C", "C", "O", "O", "H", "H", "H", "H", "H", "H", "H", "H", "N", "N", "C", "N", "N", "N", "O", "O", "H", "H", "H", "H", "H", "O", "P", "C", "C", "C", "C", "C", "C", "C", "C", "C", "C", "C", "C", "C", "C", "C", "C", "C", "C", "H", "H", "H", "H", "H", "H", "H", "H", "H", "H", "H", "H", "H", "H", "H", "H", "H", "H", "H", "H", "H", "H", "H", "H", "H", "H", "H", "H", "H", "H", "H", "H", "H", "O", "S", "C", "C", "C", "C", "H", "H", "H", "H", "H", "H", "H", "H", "C", "H", "H", "H"], "coordinates": [[-0.665, -0.964, -1.382], [-4.776, -0.803, -2.237], [-3.798, -1.366, -1.728], [-2.712, -1.600, -2.365], [-3.966, -1.942, -0.240], [-3.063, -3.125, 0.085], [-3.383, -3.781, 1.401], [-2.804, -2.741, 2.442], [-2.290, -1.677, 1.493], [-1.797, -2.438, 0.343], [-3.530, -0.967, 0.896], [-3.107, 0.445, 0.438], [-3.754, 1.484, 0.675], [-1.995, 0.406, -0.240], [-4.991, -2.277, -0.096], [-2.963, -3.842, -0.729], [-4.443, -4.006, 1.438], [-2.848, -4.742, 1.501], [-3.545, -2.407, 3.195], [-1.953, -3.207, 2.990], [-1.458, -1.032, 1.801], [-4.257, -0.818, 1.708], [-1.617, -0.823, -5.038], [-0.765, -1.924, -5.526], [-0.256, -2.951, -4.848], [0.665, -3.775, -5.402], [-0.497, -2.936, -3.543], [0.044, -3.823, -2.720], [0.009, -3.444, -1.573], [0.496, -4.909, -3.079], [-1.045, -0.507, -4.286], [-2.358, -1.294, -4.552], [-0.676, -1.870, -6.526], [0.539, -4.056, -6.382], [0.779, -4.584, -4.844], [0.637, -0.821, 0.494], [1.252, 0.147, 1.450], [1.612, -0.721, 3.090], [1.527, -2.194, 2.960], [1.563, -2.880, 4.372], [2.431, -2.016, 5.375], [3.556, -1.354, 4.560], [3.026, -0.323, 3.671], [2.695, 0.861, 0.601], [3.736, -0.215, 0.084], [4.682, 0.440, -0.930], [4.733, 1.978, -0.794], [4.657, 2.421, 0.679], [3.316, 2.112, 1.276], [0.118, 1.541, 1.838], [0.033, 2.499, 0.619], [-1.117, 3.508, 0.791], [-1.225, 3.989, 2.215], [0.127, 3.824, 2.927], [0.452, 2.323, 3.155], [0.822, -0.376, 3.746], [2.398, -2.546, 2.366], [0.625, -2.436, 2.404], [2.032, -3.848, 4.207], [0.518, -3.025, 4.744], [2.791, -2.663, 6.169], [1.838, -1.214, 5.777], [4.161, -2.136, 4.030], [4.242, -0.998, 5.370], [3.714, -0.213, 2.832], [2.956, 0.594, 4.248], [2.265, 1.207, -0.339], [3.238, -1.080, -0.313], [4.318, -0.574, 0.928], [4.284, 0.153, -1.935], [5.656, -0.007, -0.859], [3.925, 2.434, -1.364], [5.660, 2.228, -1.278], [4.881, 3.517, 0.682], [5.483, 2.009, 1.248], [2.652, 2.935, 1.259], [3.477, 1.869, 2.336], [-0.822, 1.136, 2.067], [-0.044, 1.796, -0.288], [1.032, 2.923, 0.589], [-2.104, 3.089, 0.477], [-1.039, 4.279, 0.040], [-2.004, 3.461, 2.766], [-1.508, 5.082, 2.230], [0.279, 4.323, 3.878], [0.894, 4.235, 2.272], [-0.239, 2.002, 3.954], [1.468, 2.181, 3.461], [-0.855, 1.058, -2.487], [-1.740, 2.224, -2.093], [-1.744, 3.372, -3.572], [-2.824, 2.890, -4.527], [-3.974, 2.442, -3.689], [-3.478, 1.947, -2.348], [-0.727, 3.460, -4.038], [-1.940, 4.358, -3.126], [-2.395, 2.102, -5.187], [-3.022, 3.713, -5.207], [-4.487, 1.616, -4.275], [-4.759, 3.154, -3.601], [-3.686, 0.881, -2.309], [-3.947, 2.410, -1.523], [1.431, -0.724, -2.639], [2.102, 0.136, -2.358], [1.183, -0.490, -3.646], [1.981, -1.708, -2.581]], "spin_multiplicity": 2, "charge": 0, "homo_ha": [-0.266, -0.266], "orbital_gap_ev": [7.4, 7.4], "s2": 0.751, "energy_ha": -4102.74690}

=====

{"formula": "C4H4N2", "method": "ωB97M-V/def2-TZVPD", "species": ["N", "C", "C", "C", "C", "N", "H", "H", "H", "H"], "coordinates": [[-1.096, 2.675, -0.372], [-0.572, 1.785, 0.154], [0.051, 0.611, 0.768], [1.339, 0.037, 0.208], [0.258, -0.609, -0.077], [-0.434, -1.628, -0.659], [-0.234, 0.485, 1.815], [2.405, 0.177, 0.111], [-0.363, -1.732, -1.660], [-1.354, -1.800, -0.287]], "charge": 0, "homo_ha": -0.346, "orbital_gap_ev": 10.1, "smiles": "N#C[C@@H]1C=C1N", "energy_ha": -264.23642}

=====

{"formula": "C4H3NO8", "method": "ωB97M-V/def2-TZVPD", "species": ["C", "C", "C", "C", "N", "O", "O", "O", "O", "O", "O", "O", "O", "H", "H", "H"], "coordinates": [[1.574, 0.412, 0.362], [-2.838, -0.288, -0.275], [0.588, 0.019, -0.632], [-1.688, -0.695, 0.810], [0.883, -0.898, -1.604], [2.782, -0.223, 0.389], [-3.220, 1.030, -0.029], [0.138, -1.209, -2.554], [1.321, 1.314, 1.179], [-3.428, -0.878, -1.138], [2.059, -1.455, -1.654], [-1.279, -1.826, 0.860], [-1.623, 0.257, 1.603], [-0.423, 0.299, -0.529], [2.856, -0.718, -0.481], [-2.449, 1.142, 0.654]], "charge": -2, "homo_ha": -0.044, "orbital_gap_ev": 7.6, "energy_ha": -810.88100}